[1]
The following is a quantum chemistry calculation of the molecule C4H11NO2, from the OMol25 dataset.

## Properties
Spin multiplicity = 1
SMILES = N[C@H](CO)CCO
Charge = 0
ΔE to the lowest compared entry with this formula, charge and spin = 309.6 kJ/mol
HOMO-LUMO gap = 10.33 eV
HOMO = -9.45 eV

Structure (XYZ):
```
18
Properties=species:S:1:pos:R:3:nbo_charge:R:1
C -0.9133 1.6885 -0.3516 -0.0854
O 0.0198 1.9146 -1.4386 -0.7143
C -0.2997 0.4588 0.4510 -0.0784
C -0.5116 -0.8202 -0.2044 -0.4703
C 0.8478 -1.3653 -0.7573 -0.0573
O 1.4534 -2.2944 0.2843 -0.7758
N -0.6649 0.3734 1.8491 -0.8496
H -1.0697 2.7003 0.1529 0.1687
H -1.7531 1.4285 -0.9579 0.1857
H 0.8110 2.0757 -0.9113 0.4495
H 0.7593 0.5934 0.4702 0.1837
H -1.1954 -1.0552 -0.9860 0.2360
H -0.9259 -1.4517 0.6275 0.2352
H 1.7451 -0.7525 -0.9123 0.1945
H 0.8106 -2.1250 -1.7129 0.1853
H 1.1267 -2.0842 1.2409 0.4691
H -1.6639 0.1604 1.9758 0.3523
H -0.5151 1.1638 2.4771 0.3710
```

---

[2]
The following is a quantum chemistry calculation of a cluster of 2 separate species, CH6N2O2S in total, from the OMol25 dataset.

## Properties
Spin multiplicity = 1
SMILES = N[SH](=O)=O.C=N
Charge = 0
ΔE to the lowest compared entry with this formula, charge and spin = 126.4 kJ/mol
HOMO-LUMO gap = 10.67 eV
HOMO = -10.02 eV

Structure (XYZ):
```
12
Properties=species:S:1:pos:R:3:nbo_charge:R:1
C 1.7022 -0.1677 -0.4280 -0.0283
N -1.4971 0.4162 -0.3287 -1.0565
N 1.0669 0.3924 -1.3792 -0.6610
O -0.8418 -1.8252 0.6667 -0.9234
O 0.1147 0.3348 1.6166 -0.9459
S -0.9448 -0.4121 1.0171 2.1320
H 1.9922 0.2977 0.5080 0.1800
H 1.8418 -1.1923 -0.5917 0.1706
H -1.4013 -0.2418 -1.1422 0.4298
H -0.9311 1.2534 -0.3587 0.3974
H 0.9100 1.3780 -1.3782 0.3263
H -2.0117 -0.2334 1.7983 -0.0210
```

---

[3]
The following is a quantum chemistry calculation of a structure of composition C37H52N2O13PS7Ti, from the OMol25 dataset.

## Properties
Spin multiplicity = 1
Charge = -1
ΔE to the lowest compared entry with this formula, charge and spin = 52.0 kJ/mol
HOMO-LUMO gap = 5.84 eV
HOMO = -4.26 eV

Structure (XYZ):
```
113
Properties=species:S:1:pos:R:3:mulliken_charge:R:1
Ti 0.6750 -0.4703 0.4420 0.7238
O 0.6382 -1.7617 6.2661 -0.5706
C -0.4919 -2.2491 5.7767 0.3593
O -1.3125 -2.8015 6.4697 -0.6431
C -0.7176 -2.0959 4.3141 0.5484
C -1.8009 -2.6292 3.6409 -0.9983
N -1.6886 -2.2669 2.3540 0.1849
N -0.5865 -1.5594 2.1420 0.9616
C 0.0161 -1.4331 3.3083 -0.5301
C 1.3150 -0.6975 3.2868 0.7497
O 1.9893 -0.6049 4.3064 -0.9681
O 1.6442 -0.2484 2.1278 0.1749
H 1.1936 -1.3127 5.5665 0.4523
H -2.6186 -3.2175 4.0164 0.5497
H -2.1988 -2.5866 1.5364 -0.3912
C 0.6400 2.3466 -2.4262 -1.6102
C 1.6033 1.4767 -3.2367 0.2398
C 0.9727 0.1581 -3.6904 -1.7842
C 2.9013 1.2314 -2.5039 0.5833
C 4.0703 1.7422 -3.0503 -1.2401
C 5.3028 1.5301 -2.4547 -1.6166
C 5.3683 0.7459 -1.3196 -0.2530
C 4.2260 0.2052 -0.7355 0.0708
C 4.3966 -0.6868 0.4760 2.7498
C 5.2357 -1.9163 0.1145 -1.8611
C 4.9930 0.0825 1.6538 -1.5688
C 2.9923 0.5066 -1.3164 0.4131
O 1.8224 0.1017 -0.7278 0.6676
H -0.1341 2.7639 -3.0736 0.5490
H 1.1725 3.1696 -1.9474 0.6731
H 0.1582 1.7703 -1.6340 -0.0352
H 1.8718 2.0418 -4.1340 0.9821
H 0.6346 -0.4405 -2.8438 0.0860
H 1.6946 -0.4398 -4.2485 0.4879
H 0.1143 0.3394 -4.3413 0.3545
H 4.0001 2.3275 -3.9593 0.4260
H 6.1996 1.9625 -2.8788 0.3707
H 6.3295 0.5428 -0.8648 0.4497
H 3.4162 -1.0390 0.7764 -1.1176
H 6.2182 -1.6278 -0.2638 0.3598
H 4.7413 -2.5195 -0.6492 0.4118
H 5.3925 -2.5356 1.0000 0.4147
H 5.9584 0.5226 1.3939 0.3090
H 5.1419 -0.5853 2.5050 0.4399
H 4.3256 0.8863 1.9640 0.2372
C -2.3897 1.5176 3.0968 -1.1470
S -2.0764 0.8285 1.4723 1.0047
O -0.5625 0.9973 1.3538 -0.2071
C -2.7066 2.1935 0.5141 0.8275
C -1.8013 3.0955 -0.0216 -0.4372
C -2.2912 4.1471 -0.7837 -0.9256
C -3.6542 4.2780 -1.0035 -0.7189
C -4.5458 3.3576 -0.4652 -0.6885
C -4.0724 2.3017 0.2963 -0.8623
H -1.7448 2.3879 3.2138 0.1452
H -2.1406 0.7549 3.8337 0.3752
H -3.4414 1.7887 3.1638 0.4920
H -0.7360 2.9682 0.1552 0.0458
H -1.5979 4.8630 -1.2046 0.5247
H -4.0273 5.0987 -1.6018 0.4044
H -5.6084 3.4621 -0.6402 0.4394
H -4.7562 1.5702 0.7101 0.4747
C 4.8902 4.6390 0.9870 -0.5258
S 4.6046 3.9743 2.6459 -0.1230
C 2.9057 4.3320 2.8650 0.2155
C 1.8784 3.8097 2.1462 -0.5459
S 1.8978 2.7630 0.7969 -0.0873
S 0.3089 4.4121 2.6834 0.1185
C 0.8009 5.4417 3.9751 -0.0007
S -0.2510 6.3153 4.9133 -0.3332
S 2.5028 5.4486 4.1527 -0.2280
H 4.7850 5.7219 0.9820 0.3210
H 4.1923 4.1743 0.2917 -0.0100
H 5.9097 4.3647 0.7194 0.3234
C -3.2785 -4.0481 -2.3428 -1.6185
C -3.3830 -3.6390 -0.8797 1.4794
C -4.8365 -3.3851 -0.4993 -1.7410
C -2.8012 -4.7335 0.0052 -1.5127
O -2.6690 -2.3999 -0.5810 0.2139
P -1.4636 -1.7902 -1.4587 -0.6641
O -0.4421 -2.7728 -1.8241 -1.0727
O -1.0138 -0.5953 -0.5646 2.7580
O -2.1099 -1.2440 -2.8027 -0.3938
C -3.0557 -0.1873 -3.0964 1.9108
C -4.2821 -0.2532 -2.1939 -1.1647
C -2.3752 1.1615 -2.9661 -1.5272
C -3.4514 -0.4408 -4.5434 -1.9168
H -3.8850 -4.9421 -2.4914 0.5182
H -2.2453 -4.2628 -2.6123 0.3507
H -3.6445 -3.2604 -2.9999 0.2467
H -5.3524 -4.3408 -0.3981 0.4355
H -5.3573 -2.7950 -1.2500 0.2974
H -4.8911 -2.8592 0.4549 0.2204
H -3.1719 -5.7046 -0.3248 0.5323
H -3.0980 -4.5976 1.0491 0.4087
H -1.7134 -4.7331 -0.0493 0.1646
H -3.9961 -0.3386 -1.1459 -0.0567
H -4.9060 -1.1079 -2.4523 0.2386
H -4.8699 0.6566 -2.3180 0.5618
H -1.9642 1.2912 -1.9682 0.1145
H -3.0924 1.9617 -3.1543 0.6113
H -1.5609 1.2424 -3.6824 0.1743
H -3.9252 -1.4175 -4.6464 0.3848
H -2.5669 -0.4202 -5.1794 0.3346
H -4.1493 0.3276 -4.8794 0.3913
C 2.5608 -3.8917 1.8170 -0.8684
S 1.3215 -3.7118 0.5484 1.8399
O 0.0618 -4.0935 1.1393 -0.7240
O 1.7619 -4.4248 -0.6071 -0.7347
O 1.3630 -2.1878 0.3329 -1.7562
H 2.1909 -4.6263 2.5264 0.4485
H 2.7287 -2.9375 2.3099 0.0891
H 3.4749 -4.2342 1.3433 0.3628
```

---

[4]
The following is a quantum chemistry calculation of a structure of composition C7H9N2S, from the OMol25 dataset.

## Properties
Spin multiplicity = 1
Charge = +1
ΔE to the lowest compared entry with this formula, charge and spin = 252.0 kJ/mol
HOMO-LUMO gap = 8.56 eV
HOMO = -12.49 eV

Structure (XYZ):
```
19
Properties=species:S:1:pos:R:3:nbo_charge:R:1
C 0.6997 -0.0605 -0.6252 -0.0496
C -1.1329 0.1842 2.4475 -0.4220
C -0.1505 -0.3894 -1.6757 0.1410
C 0.0861 0.2425 1.8656 0.1770
C -1.6768 -0.3038 -0.0199 0.1874
C 0.2380 -0.2576 -3.1158 -0.6716
C 1.4347 0.5650 2.4929 -0.6137
N -1.5224 -0.3860 -1.3236 -0.5261
N 0.0838 -0.0384 0.5714 -0.2809
S -2.4828 -0.3675 1.4377 0.5784
H 1.7156 -0.0976 -0.7506 0.2428
H -1.4470 0.4921 3.4494 0.2764
H -0.5393 -0.6234 -3.8647 0.2468
H 0.7032 0.7437 -3.2741 0.2569
H 1.0820 -0.9263 -3.2526 0.2519
H 1.3175 1.5800 2.8211 0.2532
H 1.6840 -0.1468 3.2730 0.2581
H 2.0973 0.4533 1.5948 0.2213
H -2.1905 -0.6635 -2.0513 0.4727
```